Version a
30
Properties=species:S:1:pos:R:3 method="wB97M-V/def2-TZVPD" lumo_energy_ev=0.9416 orbital_gap_ev=9.8
C -1.50079 -0.46944 2.16760
C -2.77145 1.14832 0.92572
C -2.10006 0.77839 2.08106
H 2.72217 3.01267 -1.90412
H 2.12316 -1.46753 1.86090
C 2.62863 1.98316 -2.26141
H -3.57532 0.48289 -0.96406
C 1.31642 0.42355 0.98297
C -1.79495 -1.40819 1.17741
C 1.52631 1.31764 -0.07026
H 0.93346 2.22737 -0.04632
H -3.18731 -2.82471 -0.63619
H -1.81805 1.56309 2.77608
H -3.19942 -1.78412 -1.97493
H 1.83447 1.95866 -3.00342
H 3.95060 -0.30380 -1.72424
C 3.04876 -0.93155 0.08671
C -2.59682 -2.01485 -1.09560
H -0.95819 -0.81672 3.03560
C -2.89861 0.27730 -0.14493
C 2.12535 -0.68112 1.11766
H -1.73571 -2.56863 -1.47974
H 0.44358 0.61704 1.59120
H -3.37126 2.04461 0.83892
H -1.57475 -2.46033 1.31996
H 3.69152 -1.78518 0.24976
C 3.12626 -0.14313 -1.03884
C 2.41393 1.06814 -1.09851
H 3.56079 1.76610 -2.74605
C -2.36275 -1.00961 -0.02291

Version b
30
Properties=species:S:1:pos:R:3 method="wB97M-V/def2-TZVPD" lumo_energy_ev=0.8880 orbital_gap_ev=9.6
H 1.28714 -2.52672 -5.24591
C 1.38998 -1.71530 -4.62135
H -1.32679 0.84572 4.97893
C 0.21726 -1.57129 -3.62527
C -0.73669 -2.52871 -3.55530
C 0.33898 1.93216 4.10443
C -1.80580 -2.48907 -2.57901
C 0.68813 1.50730 1.69621
H -2.54490 -3.20965 -2.80181
H 2.98044 2.16312 3.27586
C -0.59739 0.87046 1.74476
C -0.70189 0.98093 4.12823
C -1.30614 0.48801 2.97286
C 1.00164 2.21772 2.86095
C 0.31293 -0.51904 -2.73066
H -0.34224 -0.07723 -0.83698
H 1.16851 1.62638 0.76033
H -0.86902 0.24035 0.91880
H 2.18388 -1.98044 -3.95411
C -0.46360 -0.75580 -1.67822
H -0.83874 -3.30442 -4.28350
C -1.54431 -1.62567 -1.56829
C 2.25130 3.00935 3.09450
H 0.54622 2.43947 5.06824
H -2.17518 -1.58989 -0.71051
H 1.72427 -0.76953 -5.27738
H -2.21152 -0.07226 2.95428
H 2.61903 3.70286 2.42324
H 2.29867 3.61472 4.03161
H 1.23393 0.09119 -2.76425

version a takes first place; second place is 45.6 kcal/mol up.

Version a
30
Properties=species:S:1:pos:R:3 method="wB97M-V/def2-TZVPD" lumo_energy_ev=0.8666 orbital_gap_ev=9.7
H 2.23379 -4.11607 0.74897
H 2.00147 1.94135 -2.62961
H -0.35433 3.94931 -0.54359
C -0.04579 -1.57851 3.23170
H 0.71583 -4.69466 0.19656
C -0.13590 -0.27497 2.69878
C 0.71324 -2.64994 1.19913
C -2.54350 1.31350 -1.25329
H 0.87452 -1.22094 -0.40800
H 1.70837 3.69716 -2.46155
H 0.33406 -3.74172 3.13356
H -3.60868 1.18857 -1.18796
C 0.69323 -1.34625 0.65046
C 0.30867 -2.76350 2.56464
C -1.65132 0.44873 -1.91315
H -2.68300 2.91684 0.17901
H 2.20301 2.95322 -1.06568
H 0.31812 0.70186 -2.80603
C -0.42763 1.07259 -2.19529
C 1.45783 2.70685 -1.96804
H -0.19382 -1.59206 4.34948
H -1.89863 -0.56833 -2.23466
C 1.25598 -3.75098 0.34841
C -2.03747 2.48102 -0.70307
C 0.11551 2.25661 -1.65915
C 0.25637 -0.14288 1.31067
H 0.16131 0.80053 0.85532
H -0.46514 0.57724 3.25280
H 1.43241 -3.56930 -0.81056
C -0.73852 3.00469 -0.87983

Version b
30
Properties=species:S:1:pos:R:3 method="wB97M-V/def2-TZVPD" lumo_energy_ev=0.9561 orbital_gap_ev=9.8
H 3.45877 3.04000 -3.40597
C -1.55217 -2.35709 2.19927
H 3.95496 1.47013 -3.91083
C 1.06105 2.23854 -2.80906
C -0.37522 0.15394 2.07104
H -4.22657 -1.96712 2.98127
C 0.20030 -0.91991 1.41850
H 0.80767 -1.34786 -1.33027
H 0.10575 -3.03826 1.04502
C 3.56281 2.01687 -3.04939
H -1.06766 2.26684 -2.45676
H -2.10060 -3.28865 2.20211
H 3.02162 -0.41230 -2.09754
C -0.36902 -2.18491 1.50262
H 0.04013 1.13055 1.86242
C -1.57009 -0.02329 2.75524
H -1.20455 0.10899 -1.48507
H -2.14006 0.80888 3.14422
C 2.11137 0.16664 -2.16954
C -0.26080 0.38788 -1.92948
C 0.90142 -0.36058 -1.75601
C 2.19854 1.44806 -2.71012
C -3.44527 -1.49324 3.57702
H 1.07281 -0.81393 0.79510
H 4.24829 1.97341 -2.21170
H 1.04540 3.28054 -3.09847
H -3.87564 -0.56176 3.95305
H -3.30842 -2.11560 4.46034
C -2.13638 -1.28472 2.87964
C -0.15844 1.67795 -2.42663

version b takes first place; second place is 48.4 kcal/mol up.